The following is a DFT calculation (ωB97M-V/def2-TZVPD) of a cluster of 3 separate species, C12H29FO11P2Si in total at a distorted geometry.

CARTESIAN COORDINATES (ANGSTROEM)
C1 -0.162 -3.363 0.209
C2 -1.170 -2.391 0.221
Si1 -1.404 -1.314 -1.275
O1 -2.983 -0.741 -1.341
F1 -1.069 -2.242 -2.596
C3 -0.241 0.161 -1.363
C4 1.017 0.065 -0.438
O2 2.180 0.607 -1.081
C5 2.991 -0.348 -1.628
C6 2.501 -1.368 -2.675
O3 4.121 -0.376 -1.326
H1 -0.381 -4.316 -0.289
H2 0.802 -3.210 0.717
H3 -1.805 -2.316 1.121
H4 -3.505 -1.483 -1.689
H5 0.130 0.205 -2.397
H6 -0.821 1.069 -1.149
H7 1.175 -0.934 -0.012
H8 0.809 0.724 0.418
H9 2.822 -2.357 -2.330
H10 1.422 -1.321 -2.851
H11 3.053 -1.124 -3.592
C7 8.162 5.691 0.914
O4 7.857 4.299 0.819
P1 6.575 3.906 -0.033
O5 6.466 4.557 -1.335
O6 5.344 4.212 0.940
C8 5.450 3.860 2.318
O7 6.678 2.330 -0.054
C9 5.664 1.615 -0.785
H12 8.794 5.839 1.787
H13 8.698 6.011 0.022
H14 7.253 6.285 1.029
H15 5.881 4.694 2.873
H16 6.065 2.970 2.459
H17 4.449 3.662 2.697
H18 4.809 1.445 -0.139
H19 6.075 0.663 -1.091
H20 5.354 2.169 -1.672
C10 -5.291 -0.308 1.162
O8 -5.599 -1.704 1.061
P2 -6.866 -2.095 0.195
O9 -6.956 -1.454 -1.112
O10 -8.112 -1.792 1.146
C11 -8.029 -2.140 2.528
O11 -6.760 -3.678 0.178
C12 -7.756 -4.387 -0.563
H21 -4.668 -0.161 2.042
H22 -4.744 0.009 0.277
H23 -6.199 0.288 1.268
H24 -7.611 -1.303 3.088
H25 -7.414 -3.027 2.683
H26 -9.035 -2.339 2.890
H27 -8.627 -4.561 0.071
H28 -7.337 -5.345 -0.863
H29 -8.054 -3.837 -1.455

Forces on atoms 1 to 6 (eV/Å):
-0.572 0.669 0.207
-0.294 -1.310 -0.625
-1.460 -1.005 -0.594
1.081 -0.684 -0.516
-0.171 0.624 0.733
0.405 -0.584 0.495

Properties
**SMILES**: C=C[Si@](O)(F)CCOC(C)=O.COP(=O)(OC)OC.COP(=O)(OC)OC
**Kohn-Sham gap**: 6.97 eV
**M**: 458.4 g/mol
**Electronic energy**: -64613.6700 eV
**Lowest unoccupied orbital energy**: -1.3 eV